The following is a quantum chemistry calculation of 9 unconnected molecules or ions with the total composition C39H90ClNO11P in a non-equilibrium geometry, from OMol25.

Output
HOMO energy = -4.325 eV
net charge = -1

CARTESIAN COORDINATES (ANGSTROEM)
C -2.20 4.01 7.46
C -2.14 3.77 6.25
C -2.03 3.64 4.68
C -1.10 4.82 4.15
C -0.11 4.41 2.99
N 0.93 3.43 3.36
C 1.84 3.89 4.43
C 2.63 2.58 4.96
O 1.94 1.71 5.57
O 3.91 2.39 4.76
P 2.99 5.22 3.73
O 2.16 6.73 3.85
Cl 4.71 5.48 4.92
H -2.00 4.48 8.46
H -1.69 2.60 4.39
H -3.09 3.83 4.30
H -1.79 5.64 3.73
H -0.60 5.28 5.05
H 0.37 5.31 2.48
H -0.75 3.91 2.18
H 0.56 2.49 3.54
H 1.32 4.32 5.35
H 1.21 6.59 4.01
C -2.47 1.75 -2.73
C -1.83 2.41 -1.52
O -2.68 2.46 -0.38
C -3.13 1.21 0.13
C -2.00 0.30 0.57
H -3.39 2.27 -3.00
H -1.79 1.77 -3.58
H -2.73 0.71 -2.53
H -1.59 3.45 -1.77
H -0.89 1.93 -1.26
H -3.78 0.72 -0.61
H -3.76 1.44 0.99
H -1.34 0.04 -0.26
H -2.40 -0.63 0.98
H -1.39 0.79 1.33
C -6.34 -3.92 3.35
C -6.26 -2.77 2.36
O -4.95 -2.55 1.85
C -4.36 -3.62 1.14
C -5.16 -4.05 -0.08
H -5.66 -3.76 4.19
H -7.35 -4.02 3.73
H -6.06 -4.87 2.89
H -6.55 -1.85 2.88
H -6.97 -2.90 1.54
H -4.19 -4.47 1.81
H -3.38 -3.28 0.82
H -6.15 -4.41 0.18
H -4.64 -4.85 -0.61
H -5.28 -3.20 -0.77
C 0.69 1.08 10.50
C -0.08 2.30 10.99
O -1.34 2.46 10.36
C -2.27 1.40 10.53
C -2.63 1.14 11.98
H 0.84 1.13 9.42
H 1.67 1.03 10.99
H 0.16 0.15 10.72
H 0.50 3.20 10.75
H -0.19 2.29 12.08
H -1.90 0.50 10.04
H -3.17 1.70 9.99
H -1.76 0.83 12.57
H -3.37 0.34 12.05
H -3.03 2.04 12.44
C 1.32 -1.97 -1.10
C 0.20 -1.99 -2.13
O 0.26 -0.92 -3.06
C 1.44 -0.83 -3.85
C 1.68 -2.06 -4.71
H 1.31 -1.03 -0.54
H 1.20 -2.80 -0.40
H 2.30 -2.07 -1.56
H -0.76 -1.90 -1.62
H 0.18 -2.95 -2.67
H 2.31 -0.62 -3.21
H 1.32 0.04 -4.50
H 1.82 -2.96 -4.12
H 2.57 -1.92 -5.33
H 0.82 -2.23 -5.37
C 3.48 6.06 -1.27
C 2.21 6.91 -1.25
O 1.78 7.26 0.05
C 2.70 8.03 0.82
C 3.06 9.36 0.19
H 3.33 5.15 -0.69
H 3.74 5.79 -2.30
H 4.33 6.60 -0.84
H 1.40 6.33 -1.70
H 2.33 7.80 -1.87
H 3.59 7.44 1.04
H 2.21 8.22 1.78
H 3.56 9.24 -0.77
H 3.73 9.92 0.85
H 2.16 9.96 0.02
C -0.39 -7.12 -4.31
C -0.31 -5.96 -5.29
O 1.00 -5.74 -5.80
C 1.59 -6.81 -6.51
C 0.81 -7.24 -7.73
H 0.29 -6.95 -3.46
H -1.41 -7.22 -3.92
H -0.11 -8.06 -4.76
H -0.61 -5.04 -4.78
H -1.02 -6.10 -6.12
H 1.76 -7.66 -5.83
H 2.58 -6.47 -6.82
H -0.19 -7.61 -7.47
H 1.33 -8.05 -8.26
H 0.68 -6.40 -8.42
C 7.63 4.86 -5.46
C 6.37 5.70 -5.44
O 5.94 6.05 -4.14
C 6.85 6.82 -3.36
C 7.21 8.15 -4.00
H 7.49 3.94 -4.88
H 7.89 4.58 -6.49
H 8.48 5.39 -5.03
H 5.55 5.12 -5.89
H 6.48 6.59 -6.06
H 7.75 6.23 -3.15
H 6.37 7.01 -2.40
H 7.71 8.03 -4.96
H 7.89 8.71 -3.34
H 6.32 8.75 -4.17
C -3.88 -11.32 -3.23
C -3.79 -10.17 -4.21
O -2.49 -9.95 -4.72
C -1.89 -11.02 -5.43
C -2.67 -11.45 -6.65
H -3.20 -11.16 -2.38
H -4.90 -11.43 -2.85
H -3.60 -12.27 -3.69
H -4.09 -9.25 -3.70
H -4.50 -10.31 -5.04
H -1.72 -11.87 -4.75
H -0.90 -10.68 -5.74
H -3.67 -11.81 -6.40
H -2.15 -12.25 -7.18
H -2.80 -10.61 -7.34

Atom charges from the Mulliken analysis, given in e for atoms 1 to 4:
1. C -0.207
2. C -0.408
3. C -0.226
4. C -0.616